150
Properties=species:S:1:pos:R:3:mulliken_charge:R:1 method="wB97M-V/def2-TZVPD" e_homo_ev=-8.56 orbital_gap_ev=9.0 smiles=CC1(C)CCCC(C)(C)N1O.CC1(C)CCCC(C)(C)N1O.CC1(C)CCCC(C)(C)N1O.CC(C)O.CC(C)O.CC(C)O.CC(C)O.CC(C)O max_force_ha_per_bohr=0.0795 lumo_ha=0.0158 de_lowest_kcal_mol=34.8
O 12.020 13.154 16.252 0.47
O 10.350 12.746 18.555 -0.70
O 17.550 9.043 15.781 -0.48
O 15.707 15.804 20.815 -0.48
O 10.724 15.355 15.252 0.04
O 16.687 17.862 15.502 -0.54
O 5.674 10.784 13.066 -0.56
O 19.365 16.847 11.184 -0.46
N 17.573 9.713 17.023 0.20
N 10.124 14.113 18.678 1.54
N 18.226 16.001 10.937 -0.07
C 9.377 16.361 20.213 -0.65
C 14.827 19.339 16.078 -1.40
C 16.922 11.363 19.228 0.21
C 12.022 12.223 15.168 1.38
C 7.055 11.099 13.205 0.50
C 15.142 9.496 17.523 -1.51
C 16.784 9.833 19.322 -1.75
C 10.774 16.083 19.847 -1.26
C 13.295 12.317 14.394 -0.67
C 10.957 16.443 14.426 0.85
C 17.010 16.908 10.884 2.05
C 11.892 10.848 15.767 -1.97
C 15.440 17.939 16.091 0.55
C 16.633 11.920 16.060 -1.28
C 15.777 14.778 11.477 0.58
C 7.927 13.873 17.705 -1.85
C 15.848 15.893 10.476 -1.32
C 17.860 14.606 20.735 -0.42
C 17.950 11.748 18.192 -1.52
C 17.759 11.199 16.780 1.85
C 16.739 15.181 21.619 0.34
C 16.763 17.602 12.224 -1.09
C 18.201 14.908 11.952 1.64
C 9.671 16.952 13.824 -1.63
C 8.006 13.412 20.184 -1.57
C 17.262 17.801 9.657 -2.13
C 11.056 13.967 21.077 -1.93
C 16.161 14.109 22.572 -1.15
C 14.550 16.865 15.568 -0.52
C 16.562 9.239 17.923 2.03
C 18.120 15.348 13.468 -0.90
C 7.246 12.432 13.958 -0.90
C 11.970 16.008 13.375 -0.99
C 11.069 14.608 19.685 1.82
C 7.823 9.949 13.876 -1.12
C 16.745 7.760 17.959 -2.36
C 19.071 11.542 16.073 -1.75
C 8.481 15.796 19.162 -1.12
C 19.455 14.081 11.816 -2.02
C 12.488 14.463 19.112 -1.74
C 17.027 13.952 11.583 -1.28
C 8.683 14.280 18.949 1.33
H 12.668 13.470 18.713 0.51
H 15.554 15.250 12.446 -0.57
H 16.388 18.387 9.362 0.42
H 7.789 8.987 13.451 0.41
H 17.751 7.494 18.145 0.57
H 18.309 14.511 14.131 0.43
H 17.598 9.356 19.780 0.45
H 13.221 11.996 13.360 0.50
H 17.157 15.739 13.822 -0.40
H 15.540 17.775 17.247 0.08
H 16.268 11.341 15.232 0.58
H 7.715 12.800 17.606 0.41
H 15.788 12.205 16.746 -0.14
H 8.494 14.075 16.806 0.09
H 16.896 12.889 15.659 0.16
H 14.534 9.012 18.258 0.52
H 15.527 20.125 16.211 0.40
H 12.225 16.718 12.576 0.52
H 14.628 16.888 14.491 -0.09
H 11.830 14.019 15.823 -0.24
H 19.654 13.967 10.679 0.46
H 17.566 17.124 8.893 0.51
H 17.046 16.980 15.660 0.27
H 14.902 10.560 17.434 -0.16
H 8.428 13.628 21.183 0.31
H 14.848 16.404 10.322 0.32
H 9.123 16.180 13.246 0.27
H 17.440 13.789 20.143 -0.57
H 16.196 17.066 12.910 -0.24
H 13.652 13.381 14.341 -0.16
H 20.382 14.508 12.108 0.40
H 7.582 9.834 14.951 0.27
H 9.921 17.754 13.044 0.38
H 16.349 7.303 17.026 0.38
H 16.953 13.813 23.289 0.40
H 18.302 8.435 15.802 0.34
H 12.248 10.167 15.091 0.74
H 12.890 15.758 13.899 -0.42
H 11.194 12.328 14.452 -0.08
H 10.566 15.726 16.154 -0.25
H 18.934 11.350 18.550 0.31
H 14.962 14.122 11.186 0.50
H 11.378 17.260 15.010 0.23
H 14.853 15.923 16.000 0.29
H 7.441 15.836 19.397 0.56
H 6.913 12.371 15.019 0.27
H 14.320 19.421 15.098 0.28
H 6.760 13.277 13.484 0.38
H 18.405 15.332 20.061 0.31
H 16.127 15.457 9.534 0.42
H 8.007 12.359 19.907 0.36
H 5.249 11.084 13.878 0.34
H 14.954 9.019 16.593 0.52
H 17.240 15.969 22.204 0.29
H 15.878 9.600 19.974 0.35
H 10.786 12.827 17.691 0.15
H 15.841 13.281 21.983 0.20
H 14.013 19.300 16.844 0.33
H 8.876 10.239 13.942 0.18
H 13.231 14.807 19.856 0.12
H 6.926 13.679 20.198 0.42
H 10.999 16.654 18.948 0.20
H 15.925 11.865 19.051 -0.14
H 17.180 11.786 20.211 0.57
H 19.883 10.887 16.381 0.47
H 6.949 14.396 17.608 0.36
H 12.013 14.061 21.523 0.49
H 16.115 7.409 18.749 0.48
H 17.669 17.839 12.764 0.29
H 16.975 13.261 12.403 0.31
H 11.570 15.180 12.868 0.47
H 18.495 14.075 21.394 0.42
H 18.031 18.554 9.760 0.38
H 12.665 15.093 18.199 -0.03
H 10.834 10.583 16.064 0.27
H 8.337 12.689 13.950 0.02
H 13.542 17.048 15.935 0.23
H 17.344 13.447 10.620 0.34
H 18.872 16.117 13.672 0.41
H 8.603 16.411 18.253 0.19
H 17.991 12.844 18.140 0.51
H 10.828 12.940 20.895 0.45
H 15.183 15.098 20.360 0.26
H 12.434 10.726 16.708 0.16
H 19.210 12.655 16.266 0.26
H 10.394 14.477 21.864 0.22
H 9.233 15.983 21.246 0.31
H 19.015 11.382 14.977 0.36
H 7.404 11.142 12.124 0.23
H 16.228 18.619 12.105 0.41
H 19.303 13.066 12.176 0.35
H 9.280 17.422 20.332 0.50
H 15.269 14.516 23.133 0.31
H 19.918 16.715 10.445 0.35
H 14.174 11.769 14.770 -0.09
H 11.455 16.552 20.574 0.40
H 9.081 17.368 14.650 0.39

12
Properties=species:S:1:pos:R:3:mulliken_charge:R:1 method="wB97M-V/def2-TZVPD" e_homo_ev=-9.00 orbital_gap_ev=10.0 smiles="C=C.CS" max_force_ha_per_bohr=0.0730 lumo_ha=0.0361 de_lowest_kcal_mol=37.1
S -1.955 0.350 1.919 -0.16
C 0.310 -1.177 -1.142 -0.38
C -0.698 1.446 1.215 -0.70
C 1.465 -0.734 -1.556 -0.50
H -0.544 -1.480 -1.843 0.17
H 0.024 -1.561 -0.173 0.23
H -0.667 2.264 1.991 0.27
H 0.226 0.899 1.171 0.21
H -0.903 1.663 0.193 0.31
H -1.250 -0.774 1.617 0.07
H 2.263 -0.574 -0.885 0.24
H 1.730 -0.323 -2.508 0.24